Record 1
{
  "formula": "C6H10",
  "method": "ωB97M-V with the def2-TZVPD basis set",
  "smiles": "C1=CCCCC1",
  "charge": 0,
  "de_lowest_ev": 0.068,
  "max_force_ha_per_bohr": 0.010,
  "total_energy_ha": -234.60003,
  "homo_energy_ev": -9.1,
  "homo_lumo_gap_ev": 10.24,
  "species": ["C", "C", "C", "C", "C", "C", "H", "H", "H", "H", "H", "H", "H", "H", "H", "H"],
  "positions_angstrom": [[0.1036, 1.5360, -0.0306], [1.1379, 0.8872, -0.5577], [1.2956, -0.6250, -0.4891], [-0.0809, -1.2824, -0.3270], [-0.8807, -0.6065, 0.7962], [-1.1260, 0.8759, 0.5115], [0.1073, 2.6189, -0.1215], [1.8363, 1.4825, -1.1303], [1.9509, -0.9455, 0.3418], [1.7921, -0.9849, -1.3981], [-0.6259, -1.1849, -1.2754], [0.0195, -2.3573, -0.1289], [-0.3124, -0.6873, 1.7313], [-1.8383, -1.1166, 0.9477], [-1.4911, 1.4103, 1.3964], [-1.9010, 0.9913, -0.2643]],
  "forces_ev_per_a": [[0.1425, 0.1569, -0.4458], [-0.1314, -0.3812, 0.2196], [-0.0997, 0.0958, -0.1384], [-0.0471, 0.0220, -0.0171], [-0.0287, -0.0304, 0.0678], [0.0629, -0.0194, -0.0276], [-0.2009, -0.0237, -0.0270], [0.4628, -0.1216, 0.2362], [-0.1751, 0.3647, -0.1878], [-0.1230, 0.0284, 0.0814], [0.0023, -0.0031, 0.1308], [0.0096, 0.2000, -0.0084], [-0.0697, -0.0728, -0.0660], [0.1470, 0.0088, 0.0150], [0.0106, -0.1814, -0.0611], [0.0378, -0.0431, 0.2282]]
}



Record 2
{
  "formula": "C7H12FeO3",
  "method": "ωB97M-V with the def2-TZVPD basis set",
  "charge": 2,
  "de_lowest_ev": 3.252,
  "max_force_ha_per_bohr": 0.096,
  "total_energy_ha": -1762.37346,
  "multiplicity": 7,
  "homo_energy_ev": [-14.9, -14.9],
  "homo_lumo_gap_ev": [6.99, 3.54],
  "species": ["C", "C", "H", "H", "H", "H", "H", "O", "C", "O", "O", "C", "C", "C", "C", "Fe", "H", "H", "H", "H", "H", "H", "H"],
  "positions_angstrom": [[4.1923, -1.5710, 2.4832], [5.4173, -1.6118, 3.0374], [2.7868, -0.4066, 2.7063], [3.5867, -2.4759, 2.3950], [6.1945, -2.2723, 2.6460], [5.7130, -0.8979, 3.8095], [4.7150, -1.3228, 1.4705], [-1.4855, -1.5073, -2.8541], [-0.4856, -0.9563, -2.3226], [0.5914, -0.7952, -2.9557], [-0.5835, -0.6286, -1.0372], [0.5770, -0.1156, -0.3881], [0.1857, 0.2119, 1.0433], [1.2117, 0.8928, 1.8295], [1.7241, 0.4480, 3.0482], [-0.3423, -1.6178, -4.4940], [0.9305, 0.7814, -0.9137], [1.3743, -0.8699, -0.4062], [-0.2515, -0.6399, 1.5814], [-0.5981, 1.0076, 1.0273], [1.6502, 1.7997, 1.3950], [2.2322, 1.2075, 3.6517], [1.0668, -0.1679, 3.6697]],
  "forces_ev_per_a": [[-3.6486, 1.6135, -0.5948], [1.6892, 0.3960, 0.9774], [1.1292, -0.6108, 0.0636], [0.3773, -0.1348, -0.7355], [0.1522, -0.0343, 0.2032], [0.2846, -0.0989, 0.0445], [-0.4716, -0.6958, 0.2026], [0.0482, -0.2365, -1.6428], [-0.3312, 0.7431, 4.8893], [0.4439, -0.1211, -1.4906], [-0.5736, -0.6141, -2.0029], [1.0887, 0.5139, 0.3915], [-1.2913, 0.4051, 0.2790], [1.7066, -0.4014, 0.8965], [-0.8206, 0.9596, -0.2111], [-0.2630, -0.1268, -0.1133], [-0.0822, -0.2036, 0.0968], [-0.2196, 0.0898, -0.0871], [0.2482, 0.0819, -0.2752], [0.0223, -0.5102, -0.2468], [-0.0623, -0.2945, 0.0449], [0.2259, -0.2804, -0.3142], [0.3474, -0.4397, -0.3749]]
}